No. 1
{"formula": "C30H86O13", "method": "wB97M-V/def2-TZVPD", "max_force_ev_per_a": 3.20, "de_lowest_kj_mol": 115.8, "spin_multiplicity": 1, "symbols": ["O", "H", "H", "O", "H", "H", "O", "H", "H", "C", "C", "C", "O", "H", "H", "H", "H", "H", "H", "H", "H", "C", "C", "C", "O", "H", "H", "H", "H", "H", "H", "H", "H", "C", "C", "C", "O", "H", "H", "H", "H", "H", "H", "H", "H", "C", "C", "C", "O", "H", "H", "H", "H", "H", "H", "H", "H", "C", "C", "C", "O", "H", "H", "H", "H", "H", "H", "H", "H", "C", "C", "C", "O", "H", "H", "H", "H", "H", "H", "H", "H", "C", "C", "C", "O", "H", "H", "H", "H", "H", "H", "H", "H", "C", "C", "C", "O", "H", "H", "H", "H", "H", "H", "H", "H", "C", "C", "C", "O", "H", "H", "H", "H", "H", "H", "H", "H", "C", "C", "C", "O", "H", "H", "H", "H", "H", "H", "H", "H"], "xyz": [[1.478, -4.040, -2.557], [1.373, -4.721, -3.221], [0.770, -4.201, -1.933], [3.212, -2.034, -2.975], [3.332, -1.953, -3.922], [2.598, -2.760, -2.872], [-0.166, -4.445, -0.357], [-0.324, -5.320, -0.712], [0.561, -4.563, 0.255], [3.143, -1.208, 6.066], [2.382, 0.036, 5.639], [1.781, -0.217, 4.223], [1.319, 0.205, 6.589], [3.651, -1.055, 7.018], [3.969, -1.460, 5.400], [2.406, -2.010, 6.041], [3.053, 0.894, 5.661], [2.673, -0.301, 3.603], [1.087, 0.560, 3.902], [1.489, -1.249, 4.029], [1.582, 0.813, 7.284], [2.307, 2.246, -3.478], [3.428, 1.993, -4.459], [2.875, 1.911, -5.941], [4.239, 3.169, -4.309], [2.716, 2.370, -2.476], [1.582, 1.435, -3.413], [1.645, 3.065, -3.760], [4.030, 1.106, -4.261], [3.671, 1.437, -6.515], [2.702, 2.905, -6.351], [1.971, 1.306, -6.015], [3.655, 3.931, -4.289], [-1.823, -1.216, -6.272], [-0.487, -1.118, -5.598], [-0.394, -1.945, -4.390], [0.495, -1.494, -6.528], [-1.940, -0.507, -7.091], [-2.605, -1.032, -5.534], [-2.005, -2.203, -6.698], [-0.397, -0.057, -5.366], [-0.580, -2.988, -4.648], [-1.284, -1.623, -3.850], [0.512, -1.823, -3.797], [0.270, -2.401, -6.749], [3.187, 4.053, 0.558], [2.050, 3.363, 1.285], [2.100, 3.505, 2.854], [0.897, 4.002, 0.812], [4.123, 3.507, 0.680], [3.347, 5.089, 0.855], [2.935, 3.988, -0.500], [1.911, 2.334, 0.952], [1.989, 4.577, 3.014], [3.038, 3.060, 3.186], [1.261, 2.989, 3.320], [0.851, 4.785, 1.366], [-1.527, 1.280, 2.474], [-1.896, 2.403, 3.500], [-2.578, 3.591, 2.808], [-2.825, 1.858, 4.401], [-2.342, 1.067, 1.784], [-1.352, 0.355, 3.023], [-0.669, 1.550, 1.858], [-1.076, 2.716, 4.146], [-1.811, 4.201, 2.330], [-3.017, 4.299, 3.511], [-3.274, 3.181, 2.076], [-2.365, 1.306, 5.038], [-4.363, 2.147, -0.616], [-4.649, 2.049, -2.094], [-3.395, 1.744, -2.938], [-5.412, 0.913, -2.205], [-3.862, 3.057, -0.287], [-3.876, 1.279, -0.170], [-5.339, 2.167, -0.129], [-5.036, 3.006, -2.442], [-3.576, 1.535, -3.993], [-2.849, 0.871, -2.582], [-2.728, 2.596, -2.804], [-4.876, 0.180, -1.894], [4.469, -0.592, 0.915], [4.792, -0.400, -0.579], [6.040, 0.501, -0.804], [5.029, -1.754, -1.103], [3.571, -1.206, 0.976], [4.304, 0.368, 1.405], [5.247, -1.212, 1.360], [3.940, -0.106, -1.192], [6.174, 0.708, -1.866], [6.903, -0.117, -0.554], [5.908, 1.428, -0.247], [4.373, -1.857, -1.796], [0.063, -1.388, 1.089], [-0.544, -0.927, -0.278], [0.469, -0.347, -1.284], [-1.288, -1.951, -0.860], [0.679, -0.649, 1.602], [0.648, -2.299, 0.966], [-0.764, -1.589, 1.770], [-1.232, -0.113, -0.050], [-0.043, -0.044, -2.197], [1.244, -1.090, -1.472], [0.965, 0.497, -0.803], [-0.823, -2.780, -0.726], [-3.059, -0.907, 7.149], [-1.878, -1.097, 6.165], [-2.271, -1.697, 4.900], [-1.306, 0.145, 5.897], [-3.706, -0.173, 6.669], [-2.765, -0.461, 8.099], [-3.641, -1.828, 7.174], [-1.099, -1.802, 6.458], [-2.660, -2.700, 5.076], [-1.356, -1.921, 4.351], [-2.943, -1.156, 4.233], [-0.357, 0.010, 5.954], [-4.091, -2.659, -3.406], [-4.644, -2.304, -2.022], [-4.669, -3.561, -1.050], [-3.849, -1.293, -1.370], [-4.056, -1.736, -3.986], [-4.852, -3.274, -3.887], [-3.177, -3.249, -3.355], [-5.691, -2.035, -2.158], [-5.119, -3.388, -0.072], [-3.665, -3.966, -0.926], [-5.230, -4.387, -1.488], [-2.986, -1.689, -1.231]]}

No. 2
{"formula": "C30H90HgO16", "method": "wB97M-V/def2-TZVPD", "max_force_ev_per_a": 2.36, "de_lowest_kj_mol": 0.0, "spin_multiplicity": 1, "symbols": ["Hg", "C", "C", "O", "H", "H", "H", "H", "H", "O", "H", "C", "C", "O", "H", "H", "H", "H", "H", "H", "C", "C", "O", "H", "H", "H", "H", "H", "H", "C", "C", "O", "H", "H", "H", "H", "H", "H", "C", "C", "O", "H", "H", "H", "H", "H", "H", "C", "C", "O", "H", "H", "H", "H", "H", "H", "C", "C", "O", "H", "H", "H", "H", "H", "H", "C", "C", "O", "H", "H", "H", "H", "H", "H", "C", "C", "O", "H", "H", "H", "H", "H", "H", "C", "C", "O", "H", "H", "H", "H", "H", "H", "C", "C", "O", "H", "H", "H", "H", "H", "H", "C", "C", "O", "H", "H", "H", "H", "H", "H", "C", "C", "O", "H", "H", "H", "H", "H", "H", "C", "C", "O", "H", "H", "H", "H", "H", "H", "C", "C", "O", "H", "H", "H", "H", "H", "H"], "xyz": [[0.326, 0.294, -0.193], [1.939, 4.017, 1.517], [0.938, 3.598, 0.487], [0.083, 2.525, 0.724], [2.640, 3.200, 1.685], [1.498, 4.106, 2.510], [2.412, 4.981, 1.330], [1.543, 3.368, -0.390], [0.418, 4.490, 0.139], [0.753, -1.759, -0.948], [0.573, -2.156, -1.823], [-6.353, 1.878, 0.690], [-5.352, 2.436, -0.333], [-4.019, 1.873, -0.260], [-7.216, 2.536, 0.582], [-5.955, 1.910, 1.704], [-6.575, 0.829, 0.496], [-5.234, 3.486, -0.065], [-5.784, 2.334, -1.329], [-3.415, 2.580, -0.498], [-2.184, -3.900, 2.319], [-1.563, -5.268, 2.077], [-1.975, -5.656, 0.753], [-2.067, -3.607, 3.362], [-3.231, -3.895, 2.014], [-1.723, -3.101, 1.739], [-1.979, -5.987, 2.782], [-0.487, -5.255, 2.249], [-1.345, -5.342, 0.101], [3.455, -5.111, 1.609], [2.891, -4.196, 0.531], [1.683, -3.642, 0.976], [3.559, -4.559, 2.543], [4.447, -5.490, 1.363], [2.814, -5.960, 1.849], [2.696, -4.657, -0.437], [3.623, -3.419, 0.313], [1.359, -3.084, 0.266], [3.456, 0.206, 2.606], [3.332, -0.462, 1.263], [2.743, 0.369, 0.305], [4.231, 0.973, 2.609], [3.745, -0.495, 3.389], [2.557, 0.749, 2.900], [2.688, -1.339, 1.332], [4.326, -0.813, 0.987], [3.349, 1.077, 0.072], [-3.120, 5.523, -2.256], [-2.576, 5.037, -0.891], [-2.138, 3.676, -0.964], [-3.306, 6.595, -2.309], [-3.985, 4.914, -2.519], [-2.389, 5.382, -3.052], [-3.344, 5.186, -0.132], [-1.709, 5.643, -0.626], [-1.404, 3.617, -0.349], [-3.839, 3.488, 3.949], [-3.152, 3.163, 2.626], [-1.775, 3.431, 2.789], [-4.893, 3.220, 3.889], [-3.784, 4.562, 4.126], [-3.415, 2.974, 4.812], [-3.528, 3.739, 1.781], [-3.222, 2.109, 2.356], [-1.245, 3.065, 2.077], [6.669, 1.808, 0.115], [5.337, 2.560, 0.048], [4.575, 2.118, -1.038], [7.294, 2.092, 0.962], [7.319, 1.981, -0.742], [6.470, 0.740, 0.204], [5.439, 3.644, 0.013], [4.818, 2.387, 0.991], [4.927, 2.539, -1.825], [-0.257, 0.509, 3.998], [-0.931, -0.150, 2.771], [0.084, -0.627, 1.903], [0.297, 1.398, 3.698], [0.526, -0.101, 4.449], [-0.903, 0.821, 4.818], [-1.501, 0.628, 2.263], [-1.635, -0.895, 3.144], [0.598, -1.305, 2.347], [0.249, -3.458, 5.680], [1.028, -3.806, 4.416], [0.992, -2.815, 3.449], [-0.787, -3.347, 5.359], [0.669, -2.560, 6.132], [0.341, -4.273, 6.398], [0.724, -4.766, 3.998], [2.073, -3.876, 4.717], [1.220, -3.265, 2.632], [-2.891, -1.358, -2.053], [-2.621, -1.194, -0.544], [-2.071, 0.121, -0.402], [-3.485, -0.555, -2.490], [-3.472, -2.239, -2.327], [-1.929, -1.401, -2.564], [-1.892, -1.869, -0.095], [-3.510, -1.193, 0.088], [-2.855, 0.673, -0.449], [-3.197, 1.988, -5.550], [-3.224, 2.912, -4.318], [-2.043, 2.724, -3.613], [-4.145, 2.029, -6.087], [-3.078, 0.960, -5.207], [-2.336, 2.247, -6.166], [-4.103, 2.693, -3.712], [-3.270, 3.908, -4.759], [-2.170, 3.149, -2.761], [1.069, 0.633, -4.408], [1.066, 1.405, -3.065], [-0.126, 1.048, -2.347], [2.037, 0.817, -4.874], [0.363, 1.085, -5.105], [0.925, -0.446, -4.352], [1.101, 2.472, -3.282], [1.908, 1.052, -2.469], [-0.776, 1.506, -2.886], [5.310, -1.562, -3.372], [4.266, -1.410, -2.302], [3.189, -2.277, -2.471], [5.760, -2.553, -3.444], [6.078, -0.824, -3.141], [4.840, -1.339, -4.330], [3.960, -0.364, -2.253], [4.725, -1.541, -1.322], [2.452, -2.046, -1.901], [-0.384, -3.856, -3.512], [-0.143, -4.690, -2.217], [-0.716, -4.002, -1.115], [-1.419, -3.540, -3.638], [-0.093, -4.440, -4.385], [0.257, -2.979, -3.602], [0.935, -4.771, -2.081], [-0.556, -5.691, -2.337], [-0.170, -3.248, -0.883]]}

No. 3
{"formula": "C30H90O15S15", "method": "wB97M-V/def2-TZVPD", "max_force_ev_per_a": 3.72, "de_lowest_kj_mol": 451.3, "spin_multiplicity": 1, "symbols": ["C", "S", "O", "C", "H", "H", "H", "H", "H", "H", "C", "S", "O", "C", "H", "H", "H", "H", "H", "H", "C", "S", "O", "C", "H", "H", "H", "H", "H", "H", "C", "S", "O", "C", "H", "H", "H", "H", "H", "H", "C", "S", "O", "C", "H", "H", "H", "H", "H", "H", "C", "S", "O", "C", "H", "H", "H", "H", "H", "H", "C", "S", "O", "C", "H", "H", "H", "H", "H", "H", "C", "S", "O", "C", "H", "H", "H", "H", "H", "H", "C", "S", "O", "C", "H", "H", "H", "H", "H", "H", "C", "S", "O", "C", "H", "H", "H", "H", "H", "H", "C", "S", "O", "C", "H", "H", "H", "H", "H", "H", "C", "S", "O", "C", "H", "H", "H", "H", "H", "H", "C", "S", "O", "C", "H", "H", "H", "H", "H", "H", "C", "S", "O", "C", "H", "H", "H", "H", "H", "H", "C", "S", "O", "C", "H", "H", "H", "H", "H", "H"], "xyz": [[-3.457, 4.084, 0.979], [-2.537, 4.663, 2.473], [-1.647, 5.788, 1.901], [-3.962, 5.643, 3.211], [-4.346, 3.487, 1.181], [-2.775, 3.480, 0.382], [-3.830, 4.944, 0.422], [-4.563, 5.961, 2.359], [-3.783, 6.519, 3.833], [-4.732, 5.004, 3.643], [-1.097, -0.349, -5.551], [-2.857, -0.605, -5.161], [-3.234, -1.446, -6.385], [-2.767, -1.733, -3.704], [-0.657, 0.436, -4.937], [-0.982, 0.022, -6.570], [-0.500, -1.248, -5.401], [-3.774, -2.087, -3.484], [-2.279, -1.230, -2.869], [-2.203, -2.631, -3.952], [-5.928, 4.315, -4.433], [-4.492, 5.100, -3.698], [-3.338, 4.489, -4.488], [-4.881, 6.753, -4.277], [-5.910, 3.234, -4.570], [-6.331, 4.717, -5.363], [-6.694, 4.574, -3.701], [-5.783, 7.154, -3.817], [-4.963, 6.682, -5.361], [-4.076, 7.467, -4.100], [3.754, -2.214, -2.778], [4.306, -0.494, -2.373], [5.732, -0.266, -2.854], [3.171, 0.420, -3.494], [3.731, -2.347, -3.860], [2.887, -2.622, -2.259], [4.446, -2.917, -2.314], [3.450, 1.473, -3.478], [2.088, 0.477, -3.384], [3.266, 0.122, -4.538], [-0.401, 5.123, -1.366], [0.815, 5.065, -2.738], [2.198, 5.094, -2.063], [0.256, 3.525, -3.525], [-0.547, 6.148, -1.026], [-0.058, 4.464, -0.567], [-1.363, 4.935, -1.841], [0.992, 3.368, -4.313], [-0.759, 3.652, -3.901], [0.245, 2.594, -2.959], [-2.162, -3.431, 3.604], [-1.409, -4.197, 2.065], [-2.463, -5.197, 1.596], [-1.815, -2.691, 1.109], [-3.114, -2.990, 3.310], [-1.592, -2.656, 4.117], [-2.448, -4.226, 4.293], [-1.408, -2.773, 0.102], [-1.296, -1.787, 1.427], [-2.858, -2.417, 0.947], [1.715, 3.766, 1.917], [2.594, 3.812, 3.545], [3.597, 4.969, 3.435], [1.107, 4.583, 4.205], [1.410, 4.748, 1.555], [0.852, 3.138, 2.141], [2.289, 3.310, 1.111], [0.744, 5.432, 3.625], [1.291, 5.006, 5.192], [0.325, 3.825, 4.240], [-0.693, -4.262, 6.792], [1.085, -4.087, 6.274], [1.104, -2.913, 5.298], [1.791, -3.343, 7.781], [-0.875, -4.938, 7.628], [-1.290, -4.780, 6.041], [-1.184, -3.335, 7.089], [1.359, -2.389, 8.080], [2.862, -3.235, 7.609], [1.692, -4.063, 8.593], [5.042, 2.985, -1.284], [5.413, 4.421, -0.155], [6.862, 4.371, 0.256], [5.305, 5.754, -1.448], [5.882, 2.695, -1.915], [4.216, 3.241, -1.947], [4.663, 2.126, -0.732], [6.137, 5.848, -2.145], [5.233, 6.701, -0.914], [4.401, 5.618, -2.041], [-0.837, -8.008, 0.445], [0.733, -7.164, -0.202], [1.481, -8.164, -1.113], [0.066, -5.990, -1.452], [-1.568, -8.243, -0.328], [-1.377, -7.466, 1.222], [-0.673, -8.965, 0.941], [-0.490, -6.409, -2.291], [0.903, -5.418, -1.851], [-0.491, -5.238, -0.894], [-2.702, 1.523, 3.965], [-1.291, 0.443, 3.830], [-0.230, 1.343, 3.251], [-0.866, 0.448, 5.662], [-3.383, 1.760, 3.147], [-2.533, 2.475, 4.468], [-3.465, 0.969, 4.512], [0.197, 0.225, 5.755], [-1.412, -0.372, 6.129], [-1.101, 1.451, 6.019], [2.173, -5.235, 2.352], [3.212, -4.172, 1.284], [2.564, -3.797, -0.073], [3.032, -2.705, 2.323], [1.170, -5.006, 1.990], [2.203, -4.836, 3.366], [2.407, -6.299, 2.369], [3.346, -2.783, 3.364], [2.005, -2.369, 2.178], [3.642, -1.909, 1.897], [-0.350, 1.556, -0.349], [-0.489, -0.201, -0.919], [-0.067, -0.143, -2.415], [0.879, -0.918, -0.020], [-0.420, 1.688, 0.730], [-1.098, 2.211, -0.794], [0.677, 1.816, -0.604], [0.808, -0.612, 1.024], [1.868, -0.757, -0.448], [0.842, -1.976, -0.281], [6.318, -7.345, -2.196], [5.893, -5.777, -3.017], [6.041, -6.016, -4.530], [4.065, -5.743, -2.795], [5.526, -8.058, -2.425], [6.253, -7.215, -1.115], [7.260, -7.791, -2.515], [3.776, -4.808, -3.275], [3.696, -5.766, -1.770], [3.506, -6.556, -3.258], [-3.367, 1.817, -2.423], [-4.308, 0.707, -1.320], [-3.697, 1.001, 0.059], [-5.966, 1.647, -1.336], [-3.841, 1.762, -3.403], [-2.303, 1.591, -2.494], [-3.332, 2.824, -2.009], [-6.621, 1.178, -0.600], [-6.519, 1.759, -2.268], [-5.942, 2.610, -0.826]]}